a.
The following is a quantum chemistry calculation of a molecular structure, C3H6N2S, from the Open Molecules 2025 dataset.

CARTESIAN COORDINATES (ANGSTROEM)
C (-1.41187, -1.08086, 0.56552)
C (-1.11758, 0.78954, -0.57898)
C (1.13235, 0.55718, 0.65720)
H (-0.53821, -1.68249, 0.11480)
H (-1.05523, -0.65730, 1.65518)
H (-2.24681, -1.97455, 0.65096)
H (-1.52304, 1.57883, -1.32836)
H (-0.15870, 2.27880, 0.65465)
H (1.48832, 0.87488, 1.92053)
N (-1.93275, -0.23246, -0.34644)
N (0.04578, 1.35400, 0.14454)
S (1.60157, -0.61650, -0.38231)

The calculation puts the LUMO energy at -0.15 eV. Its multiplicity is 1. As for the HOMO energy: -9.06 eV. The calculation puts the molecular weight at 102.162 g mol⁻¹. The value obtained for the HOMO-LUMO gap is 8.911 eV.

How positive or negative is each atom? The natural (NBO) charges in e answer that:
1 C -0.466
2 C 0.257
3 C -0.133
4 H 0.223
5 H 0.192
6 H 0.199
7 H 0.185
8 H 0.407
9 H 0.233
10 N -0.404
11 N -0.682
12 S -0.011


b.
The following is a quantum chemistry calculation of a single C3H6N2S molecule, from the Open Molecules 2025 dataset.

CARTESIAN COORDINATES (ANGSTROEM)
C (-1.87503, -0.93714, 1.54020)
C (-0.88019, -0.11130, 1.85155)
N (0.11794, 0.23867, 0.91257)
C (0.24248, 0.15992, -0.47541)
N (-0.88556, 0.00011, -1.19805)
S (1.70580, 0.31127, -1.22002)
H (-1.91159, -1.47651, 0.61207)
H (-2.66813, -1.14977, 2.29033)
H (-0.71150, 0.36962, 2.82810)
H (0.94860, 0.62431, 1.35734)
H (-1.77783, 0.38491, -0.88180)
H (-0.72249, -0.07336, -2.18534)

Its SMILES is C=CNC(N)=S. The calculation puts the LUMO energy at 0.72 eV. Its multiplicity is 1. As for the HOMO energy: -8.32 eV. The calculation puts the molecular weight at 102.162 g mol⁻¹. The value obtained for the HOMO-LUMO gap is 9.041 eV.

How positive or negative is each atom? The natural (NBO) charges in e answer that:
1 C -0.485
2 C -0.004
3 N -0.622
4 C 0.270
5 N -0.806
6 S -0.227
7 H 0.215
8 H 0.214
9 H 0.213
10 H 0.414
11 H 0.402
12 H 0.415


c.
The following is a quantum chemistry calculation of a single C3H6N2S molecule, from the Open Molecules 2025 dataset.

CARTESIAN COORDINATES (ANGSTROEM)
N (1.42874, -1.32101, 0.52084)
C (1.75709, -0.19096, -0.31670)
C (1.24593, 0.98342, -0.49832)
C (0.13783, 1.39352, 0.30829)
N (-0.97135, 0.79838, 0.52404)
S (-1.78054, -0.52133, -0.24253)
H (0.88534, -1.02805, 1.45776)
H (1.84649, -2.36050, 0.46223)
H (2.48800, -0.52404, -1.22258)
H (1.64406, 1.52980, -1.22407)
H (0.30717, 2.19858, 1.21712)
H (-0.72916, -0.93200, -1.08368)

Its SMILES is N/C=C\C=N/S. The calculation puts the LUMO energy at 0.74 eV. Its multiplicity is 1. As for the HOMO energy: -8.74 eV. The calculation puts the molecular weight at 102.162 g mol⁻¹. The value obtained for the HOMO-LUMO gap is 9.480 eV.

How positive or negative is each atom? The natural (NBO) charges in e answer that:
1 N -0.895
2 C 0.080
3 C -0.430
4 C 0.085
5 N -0.573
6 S 0.194
7 H 0.408
8 H 0.434
9 H 0.188
10 H 0.228
11 H 0.178
12 H 0.103


Which of them is the most stable? Correct choice: b.


a.
The following is a quantum chemistry calculation of a single C3H6N2S molecule, from the Open Molecules 2025 dataset.

CARTESIAN COORDINATES (ANGSTROEM)
C (-0.59067, 0.14860, 1.99293)
N (0.07281, 1.24209, 1.31252)
C (1.01358, 0.91069, 0.54926)
N (1.30316, -0.34425, -0.09207)
C (0.46179, -0.88728, -1.04336)
S (-1.09525, -0.37503, -1.41981)
H (-1.68620, 0.22166, 2.00694)
H (-0.25242, -0.83956, 1.64813)
H (-0.32820, 0.02291, 3.02580)
H (1.69506, 1.66408, 0.20188)
H (2.28043, -0.66271, -0.11696)
H (0.87532, -1.72288, -1.58490)

Its SMILES is C/N=C\NC=S. The calculation puts the LUMO energy at 0.35 eV. Its multiplicity is 1. As for the HOMO energy: -8.58 eV. The calculation puts the molecular weight at 102.162 g mol⁻¹. The value obtained for the HOMO-LUMO gap is 8.926 eV.

How positive or negative is each atom? The natural (NBO) charges in e answer that:
1 C -0.464
2 N -0.352
3 C 0.264
4 N -0.642
5 C -0.062
6 S -0.131
7 H 0.220
8 H 0.182
9 H 0.211
10 H 0.167
11 H 0.410
12 H 0.198


b.
The following is a quantum chemistry calculation of a molecular structure, C3H6N2S, from the Open Molecules 2025 dataset.

CARTESIAN COORDINATES (ANGSTROEM)
C (1.14917, 1.40493, 0.58422)
C (-0.01423, -0.63844, 0.14257)
C (-1.38788, 0.08650, -0.32565)
H (2.29753, 1.57941, 0.66531)
H (0.50735, 1.60568, 1.49516)
H (0.53735, 2.14961, -0.20960)
H (0.87120, -2.37858, -0.32435)
H (-0.68421, -2.38585, -0.99202)
H (-1.53762, 1.38549, -0.81015)
N (1.09162, 0.04124, 0.21353)
N (-0.02383, -2.03488, -0.04816)
S (-2.80647, -0.81512, -0.39085)

The calculation puts the LUMO energy at -1.17 eV. Its multiplicity is 1. As for the HOMO energy: -8.79 eV. The calculation puts the molecular weight at 102.162 g mol⁻¹. The value obtained for the HOMO-LUMO gap is 7.618 eV.

How positive or negative is each atom? The natural (NBO) charges in e answer that:
1 C -0.450
2 C 0.368
3 C -0.381
4 H 0.229
5 H 0.210
6 H 0.179
7 H 0.389
8 H 0.386
9 H 0.260
10 N -0.454
11 N -0.803
12 S 0.068


Which of them is the most stable? Correct choice: a.


a.
The following is a quantum chemistry calculation of 2 unconnected molecules or ions with the total composition C3H6N2S, from the Open Molecules 2025 dataset.

CARTESIAN COORDINATES (ANGSTROEM)
C (1.59679, 0.21646, 0.18177)
C (-1.65839, -0.33821, -0.66852)
C (-1.43526, -0.77253, 0.67476)
N (-1.11577, 0.48795, 0.31040)
N (2.23077, 1.26960, -0.34419)
S (1.80477, -1.26120, 0.62367)
H (-0.93249, -0.73183, -1.49522)
H (-2.66927, -0.04110, -1.09029)
H (-2.07762, -0.93614, 1.54941)
H (-0.69393, -1.49526, 0.90115)
H (1.72170, 2.18408, -0.33263)
H (3.22870, 1.41816, -0.31030)

The calculation puts the LUMO energy (alpha / beta) at -0.09 / -0.01 eV. Its multiplicity is 1. As for the HOMO energy (alpha / beta): -8.89 / -7.38 eV. The calculation puts the molecular weight at 102.162 g mol⁻¹. The value obtained for the HOMO-LUMO gap (alpha / beta) is 8.800 / 7.377 eV.

How positive or negative is each atom? The natural (NBO) charges in e answer that:
1 C 0.031
2 C -0.313
3 C -0.345
4 N -0.254
5 N -0.806
6 S 0.049
7 H 0.206
8 H 0.203
9 H 0.211
10 H 0.223
11 H 0.408
12 H 0.386


b.
The following is a quantum chemistry calculation of a single C3H6N2S molecule, from the Open Molecules 2025 dataset.

CARTESIAN COORDINATES (ANGSTROEM)
N (-1.18247, 1.41540, -0.18560)
C (-1.06634, 0.11050, -0.36315)
S (-2.29368, -0.81825, -0.09244)
N (0.18738, -0.08614, -0.89893)
C (0.60543, -1.28632, -0.14904)
C (1.33096, 0.00292, 0.14872)
H (-0.33614, 2.25072, 0.08125)
H (-1.95303, 1.61911, 0.20721)
H (-0.06820, -1.63406, 0.71657)
H (1.45795, -2.02335, -0.66733)
H (2.43281, 0.19095, 0.09579)
H (0.88534, 0.25854, 1.10695)

Its SMILES is NC(=S)N1CC1. The calculation puts the LUMO energy at 0.63 eV. Its multiplicity is 1. As for the HOMO energy: -8.73 eV. The calculation puts the molecular weight at 102.162 g mol⁻¹. The value obtained for the HOMO-LUMO gap is 9.365 eV.

How positive or negative is each atom? The natural (NBO) charges in e answer that:
1 N -0.741
2 C 0.173
3 S -0.097
4 N -0.407
5 C -0.269
6 C -0.293
7 H 0.393
8 H 0.364
9 H 0.241
10 H 0.210
11 H 0.237
12 H 0.188


Which of them is the most stable? Correct choice: b.


a.
The following is a quantum chemistry calculation of a single C3H6N2S molecule, from the Open Molecules 2025 dataset.

CARTESIAN COORDINATES (ANGSTROEM)
S (-2.11697, -0.41900, -0.00001)
N (-1.13439, 0.96710, 0.00416)
C (0.13347, 0.88866, 0.00082)
N (0.88049, -0.29886, -0.00849)
C (2.14885, -0.24263, 0.73442)
C (2.14998, -0.23089, -0.73229)
H (-1.16325, -1.40099, -0.01453)
H (0.69215, 1.82256, 0.00517)
H (2.40159, -1.13742, 1.28736)
H (2.35679, 0.68557, 1.24224)
H (2.39252, -1.13247, -1.27714)
H (2.37519, 0.69825, -1.23042)

Its SMILES is S/N=C\N1CC1. The calculation puts the LUMO energy at 0.97 eV. Its multiplicity is 1. As for the HOMO energy: -8.69 eV. The calculation puts the molecular weight at 102.162 g mol⁻¹. The value obtained for the HOMO-LUMO gap is 9.664 eV.

How positive or negative is each atom? The natural (NBO) charges in e answer that:
1 S 0.174
2 N -0.549
3 C 0.233
4 N -0.462
5 C -0.244
6 C -0.244
7 H 0.116
8 H 0.152
9 H 0.214
10 H 0.198
11 H 0.213
12 H 0.199


b.
The following is a quantum chemistry calculation of a molecular structure, C3H6N2S, from the Open Molecules 2025 dataset.

CARTESIAN COORDINATES (ANGSTROEM)
C (-0.95124, 0.34285, 0.45907)
C (-1.51023, -0.99207, -0.13384)
C (0.35236, -0.22509, 0.10058)
H (-1.23021, 2.35241, 0.29133)
H (-0.70533, 1.62432, -1.09474)
H (-1.04880, 0.52160, 1.56076)
H (-2.19309, -1.40386, 0.54038)
H (-1.96381, -0.68295, -1.13186)
H (0.12616, -2.30427, -0.18386)
N (-1.49075, 1.56281, -0.21762)
N (-0.19190, -1.43100, -0.07446)
S (1.96552, 0.26350, -0.03077)

The calculation puts the LUMO energy at 0.40 eV. Its multiplicity is 1. As for the HOMO energy: -8.52 eV. The calculation puts the molecular weight at 102.162 g mol⁻¹. The value obtained for the HOMO-LUMO gap is 8.917 eV.

How positive or negative is each atom? The natural (NBO) charges in e answer that:
1 C -0.125
2 C -0.223
3 C 0.133
4 H 0.358
5 H 0.352
6 H 0.228
7 H 0.196
8 H 0.201
9 H 0.401
10 N -0.797
11 N -0.547
12 S -0.177


Which of them is the most stable? Correct choice: b.


a.
The following is a quantum chemistry calculation of a gas-phase ion, C6H11N2 (charge +1), from the Open Molecules 2025 dataset.

CARTESIAN COORDINATES (ANGSTROEM)
C (0.37620, 2.19885, -2.34717)
C (-0.15867, 1.44600, -1.57261)
C (-0.77148, 0.70033, -0.48559)
C (-0.24772, -0.74414, -0.81142)
N (0.75330, -1.21035, -0.08060)
C (1.67210, -2.32580, -0.06332)
N (-0.36101, 1.06914, 0.82040)
C (-1.40468, 0.82584, 1.85499)
H (0.97180, 2.69234, -3.04458)
H (-1.93374, 0.68572, -0.66789)
H (-0.63221, -1.30491, -1.68991)
H (0.93178, -0.56062, 0.79830)
H (1.62531, -2.69734, 0.98489)
H (2.71177, -2.23132, -0.22443)
H (1.40761, -2.99479, -0.96737)
H (0.21318, 1.96107, 0.98877)
H (-1.78039, -0.21159, 1.92013)
H (-1.14534, 1.22234, 2.88395)
H (-2.22780, 1.47924, 1.70343)

Its SMILES is C#C[C@@H](/C=[NH+]/C)NC. Its charge is +1. The calculation puts the LUMO energy at -4.51 eV. Its multiplicity is 1. As for the HOMO energy: -13.66 eV. The calculation puts the molecular weight at 111.168 g mol⁻¹. The value obtained for the HOMO-LUMO gap is 9.147 eV.

How positive or negative is each atom? The natural (NBO) charges in e answer that:
1 C -0.075
2 C -0.105
3 C -0.158
4 C 0.292
5 N -0.440
6 C -0.440
7 N -0.670
8 C -0.442
9 H 0.252
10 H 0.259
11 H 0.247
12 H 0.453
13 H 0.246
14 H 0.260
15 H 0.237
16 H 0.434
17 H 0.209
18 H 0.240
19 H 0.202


b.
The following is a quantum chemistry calculation of 2 unconnected molecules or ions with the total composition C6H11N2, from the Open Molecules 2025 dataset.

CARTESIAN COORDINATES (ANGSTROEM)
C (-0.06353, -0.66159, -2.19409)
C (-0.00663, -1.16399, -0.72698)
C (-0.43139, -0.43487, 0.36218)
C (-0.16752, -0.58454, 1.71076)
N (-1.07033, 0.27876, 2.42711)
C (-1.86469, 0.96577, 1.49651)
C (-1.42336, 0.49463, 0.20641)
N (2.39472, 0.92705, -0.62012)
H (0.85009, -0.04325, -2.33729)
H (-0.27693, -1.26508, -3.09032)
H (0.34629, -2.19888, -0.62914)
H (2.47496, 1.47020, 0.19020)
H (0.35500, -1.32459, 2.31903)
H (-1.09205, 0.06942, 3.42321)
H (-2.70740, 1.52588, 1.86713)
H (-1.87484, 0.76035, -0.73434)
H (-0.56888, 0.33607, -2.27337)
H (1.81574, 0.08477, -0.34982)
H (3.31075, 0.76389, -1.04707)

Its charge is +1. The calculation puts the LUMO energy at -6.16 eV. Its multiplicity is 1. As for the HOMO energy: -13.28 eV. The calculation puts the molecular weight at 111.168 g mol⁻¹. The value obtained for the HOMO-LUMO gap is 7.128 eV.

How positive or negative is each atom? The natural (NBO) charges in e answer that:
1 C -0.750
2 C 0.244
3 C -0.290
4 C 0.104
5 N -0.452
6 C -0.010
7 C -0.197
8 N -1.085
9 H 0.334
10 H 0.284
11 H 0.238
12 H 0.370
13 H 0.250
14 H 0.456
15 H 0.257
16 H 0.253
17 H 0.264
18 H 0.337
19 H 0.391


c.
The following is a quantum chemistry calculation of 2 unconnected molecules or ions with the total composition C6H11N2, from the Open Molecules 2025 dataset.

CARTESIAN COORDINATES (ANGSTROEM)
C (1.72665, -2.73467, 1.36794)
C (2.50313, -2.62650, 2.42260)
C (-1.36906, 0.56863, -2.19524)
C (-0.80204, 1.97222, -1.59811)
C (-0.60274, 1.30954, 0.68190)
C (-0.94837, -0.10887, 0.04057)
N (-1.31557, -0.22517, -1.07576)
N (-1.13372, 2.18748, -0.25173)
H (0.71464, -3.32290, 1.34502)
H (2.03766, -2.22705, 0.46989)
H (2.17183, -3.09023, 3.39097)
H (3.51080, -2.28611, 2.39843)
H (-2.38786, 0.57534, -2.39010)
H (-0.73936, 0.28155, -3.01931)
H (0.28580, 1.85184, -1.57703)
H (-1.21781, 2.79823, -2.19297)
H (-0.82554, 1.37703, 1.73494)
H (0.48452, 1.18521, 0.60802)
H (-2.09296, 2.51445, -0.16002)

Its charge is +1. The calculation puts the LUMO energy (alpha / beta) at -5.93 / -5.93 eV. Its multiplicity is 1. As for the HOMO energy (alpha / beta): -12.80 / -12.80 eV. The calculation puts the molecular weight at 111.168 g mol⁻¹. The value obtained for the HOMO-LUMO gap (alpha / beta) is 6.867 / 6.867 eV.

How positive or negative is each atom? The natural (NBO) charges in e answer that:
1 C -0.419
2 C -0.371
3 C -0.243
4 C -0.227
5 C -0.242
6 C 0.495
7 N -0.262
8 N -0.485
9 H 0.207
10 H 0.180
11 H 0.201
12 H 0.205
13 H 0.240
14 H 0.268
15 H 0.220
16 H 0.265
17 H 0.288
18 H 0.267
19 H 0.414


Which of them is the most stable? Correct choice: b.